Entry 1:
Computed, not measured: H5N3S2 in the gas phase in a non-equilibrium geometry, with wB97M-V/def2-TZVPD.

```
10
Properties=species:S:1:pos:R:3:mulliken_charge:R:1
N 0.545 1.293 -0.027 -0.51
N 0.134 0.008 -0.084 0.07
S 1.529 -1.078 -0.010 -0.16
N -0.889 -0.314 0.707 -0.22
S -2.363 -0.541 -0.142 -0.12
H 1.238 1.645 0.560 0.26
H 1.031 1.586 -0.936 0.24
H 1.534 -1.270 -1.247 0.12
H -0.871 -0.250 1.708 0.21
H -2.010 -1.644 -0.679 0.10
```

Summary:
Net charge: 0
Relative energy (zero: lowest compared OMol25 entry of this formula, charge and spin) in eV: 1.920
Gap between HOMO and LUMO in eV: 9.563
SMILES: NN(S)NS
E_HOMO in eV: -8.80

---

Entry 2:
Computed, not measured: 9 unconnected molecules or ions with the total composition C23H27F7N2O25 in a non-equilibrium geometry, with wB97M-V/def2-TZVPD.

```
84
Properties=species:S:1:pos:R:3:mulliken_charge:R:1
O -0.587 -1.213 3.235 -0.57
C -0.116 -1.004 2.112 0.54
O -0.050 -2.001 1.162 -0.39
C 0.351 -1.420 -0.082 0.40
C 0.839 0.004 0.329 0.31
F 0.401 0.962 -0.513 -0.25
O 0.244 0.159 1.614 -0.13
H 1.139 -2.088 -0.429 -0.22
H -0.514 -1.485 -0.742 0.10
H 1.925 0.094 0.351 0.30
O 3.517 2.304 -0.542 -0.51
C 4.543 2.879 -0.903 0.60
O 5.411 2.311 -1.620 -0.26
C 6.339 3.242 -2.044 -0.52
C 6.049 4.467 -1.164 0.34
F 6.062 5.517 -1.972 -0.29
O 4.750 4.226 -0.750 -0.26
H 7.366 2.904 -1.904 0.29
H 6.212 3.470 -3.103 0.29
H 6.836 4.628 -0.427 0.29
O -2.343 0.114 -2.489 -0.41
C -2.976 0.987 -3.132 0.51
O -2.366 1.975 -3.846 -0.29
C -3.433 2.800 -4.322 -0.57
C -4.740 1.876 -4.254 0.29
F -4.926 1.125 -5.367 -0.30
O -4.366 1.068 -3.212 -0.14
H -3.549 3.530 -3.522 0.30
H -3.258 3.295 -5.277 0.37
H -5.637 2.463 -4.058 0.30
O -6.187 -5.003 -1.748 -0.57
C -5.474 -3.996 -1.685 0.58
O -5.853 -2.811 -2.140 -0.38
C -4.935 -1.776 -1.829 0.17
C -3.744 -2.566 -1.270 0.58
F -3.326 -1.928 -0.201 -0.23
O -4.295 -3.846 -1.034 -0.41
H -4.647 -1.313 -2.772 -0.01
H -5.395 -1.001 -1.215 -0.01
H -3.013 -2.815 -2.040 0.30
O -1.711 2.684 4.782 -0.45
C -1.656 1.788 5.564 0.65
O -0.931 0.639 5.483 -0.24
C -1.075 -0.217 6.577 -0.43
C -2.345 0.347 7.184 0.34
F -2.050 0.518 8.542 -0.32
O -2.413 1.660 6.674 -0.35
H -1.040 -1.277 6.329 0.23
H -0.232 0.012 7.229 0.28
H -3.202 -0.296 6.985 0.32
O -4.419 3.016 3.224 -0.52
C -3.890 2.618 2.220 0.49
O -2.736 1.894 2.083 -0.13
C -2.518 1.688 0.719 0.12
C -3.737 2.149 -0.027 0.61
F -4.576 1.094 -0.166 -0.31
O -4.322 2.980 0.939 -0.37
H -1.658 2.325 0.513 0.16
H -2.235 0.673 0.440 -0.21
H -3.605 2.568 -1.025 0.02
O 3.648 -7.417 -3.634 -0.57
C 3.411 -6.835 -2.574 0.61
O 2.900 -5.627 -2.534 -0.24
C 3.065 -5.133 -1.233 -0.13
C 3.207 -6.347 -0.420 0.19
F 2.111 -6.900 0.135 -0.29
O 3.861 -7.213 -1.329 -0.30
H 4.024 -4.625 -1.126 0.23
H 2.261 -4.507 -0.846 0.19
H 3.867 -6.243 0.442 0.29
C 1.401 2.809 3.535 -0.78
N 2.787 3.389 3.185 0.96
O 3.633 3.316 4.092 -0.55
O 2.776 4.093 2.194 -0.50
H 1.332 1.772 3.205 0.17
H 0.564 3.237 2.983 0.36
H 1.261 2.718 4.612 0.34
C 4.525 -0.671 -3.242 -0.66
N 3.328 -1.541 -3.112 0.90
O 2.394 -1.092 -2.419 -0.49
O 3.319 -2.690 -3.606 -0.52
H 5.375 -1.319 -3.030 0.34
H 4.455 0.111 -2.485 0.14
H 4.587 -0.285 -4.259 0.31
```

Summary:
Net charge: 0
Relative energy (zero: lowest compared OMol25 entry of this formula, charge and spin) in eV: 3.563
Gap between HOMO and LUMO in eV: 10.188
SMILES: O=C1OC[C@@H](F)O1.O=C1OC[C@@H](F)O1.O=C1OC[C@@H](F)O1.O=C1OC[C@@H](F)O1.O=C1OC[C@@H](F)O1.O=C1OC[C@@H](F)O1.O=C1OC[C@@H](F)O1.C[N+](=O)[O-].C[N+](=O)[O-]
E_HOMO in eV: -10.91

---

Entry 3:
Computed, not measured: a molecular structure, C40H39AsF5IN5O7RbS3, with wB97M-V/def2-TZVPD.

```
102
Properties=species:S:1:pos:R:3:mulliken_charge:R:1
Rb -0.271 0.813 0.050 0.88
C -2.658 -0.129 -2.890 -1.33
C -3.618 -0.596 -1.831 1.62
C -4.889 -0.044 -1.725 -0.83
C -5.785 -0.496 -0.769 -1.14
C -5.419 -1.522 0.089 -0.79
C -4.150 -2.084 0.029 1.31
C -3.732 -3.185 0.967 -1.51
C -3.251 -1.592 -0.922 -0.91
N -1.911 -2.033 -0.882 0.94
C -1.519 -3.038 -1.541 0.61
C -2.393 -3.873 -2.444 -1.99
C -0.075 -3.428 -1.402 0.79
C 0.262 -4.901 -1.451 -1.80
N 0.762 -2.495 -1.255 0.26
C 2.124 -2.774 -1.007 -0.49
C 2.532 -3.150 0.275 1.25
C 1.544 -3.330 1.397 -0.84
C 3.894 -3.328 0.503 -0.96
C 4.821 -3.141 -0.507 -1.01
C 4.393 -2.755 -1.770 -0.83
C 3.047 -2.558 -2.034 1.43
C 2.564 -2.068 -3.370 -1.44
H -3.186 0.441 -3.653 0.43
H -2.142 -0.967 -3.364 0.28
H -1.897 0.536 -2.482 0.23
H -5.152 0.775 -2.383 0.35
H -6.766 -0.044 -0.690 0.39
H -6.119 -1.888 0.835 0.41
H -4.463 -3.317 1.764 0.43
H -2.763 -2.966 1.419 0.11
H -3.631 -4.140 0.442 0.32
H -3.260 -3.298 -2.763 0.42
H -2.750 -4.762 -1.918 0.36
H -1.833 -4.209 -3.318 0.45
H -0.599 -5.523 -1.205 0.42
H 1.072 -5.122 -0.760 0.45
H 0.604 -5.170 -2.454 0.30
H 0.625 -2.774 1.210 -0.13
H 1.967 -2.961 2.332 0.19
H 1.283 -4.386 1.534 0.30
H 4.222 -3.594 1.501 0.52
H 5.878 -3.260 -0.301 0.42
H 5.117 -2.566 -2.556 0.33
H 3.407 -1.829 -4.019 0.43
H 1.960 -1.171 -3.228 0.23
H 1.941 -2.812 -3.877 0.23
O 1.339 5.667 1.467 -0.66
As 0.752 4.617 0.136 0.90
O 1.685 4.936 -1.182 -0.98
O 0.755 3.114 0.793 -0.50
C -1.055 5.365 -0.035 -0.33
C -1.129 6.701 0.368 -0.60
C -2.315 7.417 0.326 -0.61
C -3.469 6.799 -0.124 -0.59
C -3.415 5.479 -0.537 -0.64
C -2.224 4.755 -0.503 0.22
S -2.393 3.060 -1.113 1.41
O -3.535 3.112 -2.011 -0.74
O -2.629 2.220 0.064 -0.47
O -1.129 2.739 -1.770 -0.71
H 1.492 5.045 2.190 0.28
H -0.235 7.183 0.737 0.45
H -2.327 8.452 0.647 0.36
H -4.408 7.339 -0.166 0.35
H -4.295 4.982 -0.920 0.46
N -5.236 -0.797 5.490 -0.34
C -4.431 -1.813 5.152 -0.03
S -4.640 -3.340 5.746 -0.37
C -3.355 -1.442 4.198 0.97
C -2.065 -1.944 4.327 -0.68
C -1.098 -1.531 3.424 -0.52
N -1.356 -0.704 2.408 0.54
C -2.593 -0.234 2.281 -0.37
C -3.619 -0.563 3.155 -1.11
H -5.997 -0.969 6.123 0.21
H -5.036 0.141 5.184 0.23
H -1.819 -2.627 5.128 0.47
H -0.065 -1.855 3.523 0.13
H -2.796 0.442 1.454 0.43
H -4.612 -0.170 2.978 0.41
N 2.400 2.303 -1.911 -0.08
C 2.666 1.374 -0.969 -0.26
O 2.233 0.229 -1.017 -0.10
C 3.526 1.820 0.185 -0.55
I 5.510 1.059 -0.101 -0.09
H 1.693 2.019 -2.573 0.27
H 2.355 3.299 -1.650 0.28
H 3.168 1.381 1.112 0.15
H 3.614 2.898 0.261 0.54
F 8.311 -1.558 3.835 -0.36
C 6.978 -1.343 3.850 0.65
C 6.465 -0.063 3.757 0.27
F 7.312 0.976 3.652 -0.34
C 5.100 0.143 3.771 0.07
F 4.683 1.414 3.669 -0.41
C 4.157 -0.893 3.883 0.38
S 2.457 -0.615 3.899 -0.44
C 4.733 -2.169 3.989 -0.01
F 3.945 -3.253 4.121 -0.45
C 6.094 -2.398 3.968 0.18
F 6.577 -3.654 4.068 -0.36
```

Summary:
Net charge: -2
Relative energy (zero: lowest compared OMol25 entry of this formula, charge and spin) in eV: 0.782
Gap between HOMO and LUMO in eV: 5.436
E_HOMO in eV: -2.18

---

Entry 4:
Computed, not measured: 2 unconnected molecules or ions with the total composition C5H10O2 in a non-equilibrium geometry, with wB97M-V/def2-TZVPD.

```
17
Properties=species:S:1:pos:R:3:mulliken_charge:R:1
O 1.283 1.057 -0.937 -0.56
C 0.525 0.152 -1.241 0.11
C 0.289 -1.103 -0.486 -0.43
C 1.435 -1.223 0.537 -0.48
O 2.736 -0.932 0.084 -0.55
H -0.037 0.175 -2.172 0.38
H -0.693 -1.173 0.021 0.23
H 0.328 -1.968 -1.157 0.33
H 1.136 -0.557 1.351 0.25
H 1.378 -2.268 0.836 0.36
H 2.736 0.008 -0.168 0.35
C -2.237 0.792 0.731 -0.58
C -1.458 1.809 0.373 -0.49
H -2.086 0.204 1.637 0.31
H -3.106 0.516 0.143 0.25
H -0.595 2.094 0.962 0.24
H -1.632 2.416 -0.515 0.29
```

Summary:
Net charge: 0
Relative energy (zero: lowest compared OMol25 entry of this formula, charge and spin) in eV: 2.733
Gap between HOMO and LUMO in eV: 10.738
SMILES: O=CCCO.C=C
E_HOMO in eV: -9.91

---

Entry 5:
Computed, not measured: a molecular structure, C5H7HgO4 in a non-equilibrium geometry, with wB97M-V/def2-TZVPD.

```
17
Properties=species:S:1:pos:R:3:mulliken_charge:R:1
O 0.374 -2.143 0.631 -0.66
Hg -0.409 -0.906 -0.608 0.99
C 1.508 -2.594 0.860 0.16
C 2.698 -1.717 0.879 -0.80
H 1.573 -3.550 1.406 0.40
H 2.959 -1.788 -0.223 0.27
H 2.448 -0.852 1.515 0.30
H 3.513 -2.224 1.417 0.35
C 1.684 1.561 -0.522 -0.58
C 0.479 0.960 -0.472 0.04
O -0.523 1.814 0.148 -0.30
C -1.718 1.312 0.236 0.89
O -2.016 0.141 -0.032 -0.62
O -2.561 2.161 0.762 -0.40
H 2.429 1.146 -1.203 0.28
H 1.876 2.544 -0.081 0.29
H -3.233 1.698 1.282 0.38
```

Summary:
Net charge: +1
Relative energy (zero: lowest compared OMol25 entry of this formula, charge and spin) in eV: 1.372
Gap between HOMO and LUMO in eV: 8.208
E_HOMO in eV: -13.26

---

Entry 6:
Computed, not measured: a molecular structure, C46H94B6F24N14O2 in a non-equilibrium geometry, with wB97M-V/def2-TZVPD.

```
186
Properties=species:S:1:pos:R:3:mulliken_charge:R:1
C -1.392 -3.562 1.351 -0.18
C -0.766 -3.232 2.704 0.01
N -1.627 -3.834 3.756 0.50
C -2.857 -3.380 4.089 -0.39
C -3.391 -4.118 5.072 -0.89
N -2.357 -4.931 5.485 0.10
C -1.266 -4.674 4.745 -0.12
C -2.339 -5.781 6.655 -0.81
H -2.430 -3.231 1.365 0.18
H -1.144 -4.532 0.938 0.22
H -0.915 -2.815 0.714 -0.19
H -0.666 -2.202 3.034 -0.36
H 0.233 -3.663 2.681 0.38
H -3.371 -2.596 3.558 0.53
H -4.360 -4.144 5.536 0.45
H -0.292 -5.128 4.812 0.46
H -3.188 -6.439 6.845 0.33
H -2.485 -5.129 7.524 0.39
H -1.416 -6.339 6.764 0.29
C 6.767 0.715 -2.172 -0.47
C 7.569 -0.182 -1.251 -0.80
N 6.885 -0.593 -0.034 0.22
C 6.237 -1.802 0.134 -0.66
C 5.537 -1.669 1.295 -1.11
N 5.730 -0.400 1.787 0.26
C 6.516 0.238 0.917 -0.37
C 5.103 0.181 2.978 -0.44
H 6.946 0.522 -3.226 0.34
H 6.917 1.782 -1.986 0.39
H 5.704 0.659 -1.932 -0.28
H 8.479 0.341 -0.928 0.41
H 8.107 -1.028 -1.680 0.49
H 6.472 -2.560 -0.595 0.82
H 4.865 -2.318 1.838 0.77
H 6.647 1.308 0.941 0.68
H 5.833 0.145 3.782 0.36
H 4.185 -0.372 3.164 -0.01
H 4.857 1.224 2.784 0.22
C -4.294 -1.109 -0.516 -0.48
C -5.667 -0.475 -0.389 -0.88
N -6.703 -1.509 -0.482 0.25
C -7.007 -2.138 -1.682 -0.23
C -8.116 -2.842 -1.431 -0.65
N -8.433 -2.791 -0.084 0.07
C -7.557 -1.914 0.440 0.06
C -9.567 -3.482 0.515 -0.80
H -4.191 -2.016 0.074 0.37
H -3.502 -0.373 -0.405 -0.26
H -4.173 -1.459 -1.548 0.53
H -5.815 0.286 -1.158 0.34
H -5.796 0.086 0.539 0.35
H -6.402 -1.984 -2.557 0.45
H -8.812 -3.416 -2.024 0.47
H -7.575 -1.620 1.476 0.40
H -9.473 -4.556 0.396 0.32
H -10.440 -3.062 0.017 0.38
H -9.618 -3.154 1.552 0.29
C -2.987 3.128 -0.968 -0.14
C -4.137 4.081 -0.839 -0.82
N -4.046 4.854 0.404 0.45
C -4.657 4.560 1.584 -0.26
C -4.457 5.578 2.462 -0.77
N -3.505 6.397 1.877 0.32
C -3.218 5.854 0.680 -0.47
C -2.913 7.565 2.473 -0.76
H -2.974 2.542 -1.888 0.46
H -2.936 2.465 -0.102 0.05
H -2.063 3.709 -1.057 0.09
H -5.062 3.507 -0.912 0.24
H -4.207 4.807 -1.652 0.14
H -5.403 3.786 1.655 0.49
H -4.863 5.786 3.437 0.50
H -2.554 6.366 0.001 0.48
H -1.929 7.722 2.034 0.25
H -2.814 7.547 3.555 0.33
H -3.507 8.457 2.263 0.34
C 1.066 -10.207 -1.682 -0.99
C 2.369 -9.700 -1.065 -0.64
N 2.615 -8.314 -1.465 0.18
C 3.451 -7.881 -2.438 -0.81
C 3.278 -6.552 -2.602 -0.26
N 2.536 -6.142 -1.513 0.37
C 2.094 -7.223 -0.871 -0.20
C 2.263 -4.774 -1.057 -0.54
H 0.885 -11.100 -1.084 0.35
H 1.212 -10.480 -2.730 0.31
H 0.310 -9.432 -1.786 0.33
H 3.217 -10.323 -1.340 0.36
H 2.294 -9.700 0.023 0.37
H 4.121 -8.599 -2.884 0.47
H 3.707 -5.819 -3.272 0.58
H 1.417 -7.334 -0.043 0.45
H 1.401 -4.876 -0.404 -0.24
H 2.175 -4.151 -1.943 0.54
H 3.124 -4.450 -0.473 0.39
C 0.058 2.533 -3.638 0.63
C -0.029 3.775 -4.551 -1.49
N -1.347 4.400 -4.591 0.43
C -2.529 3.718 -4.735 -0.30
C -3.525 4.646 -4.591 -0.79
N -2.921 5.846 -4.361 0.20
C -1.588 5.684 -4.365 -0.03
C -3.512 7.160 -4.118 -0.85
H -0.440 1.716 -4.164 0.42
H -0.356 2.714 -2.649 -0.33
H 1.116 2.270 -3.716 0.29
H 0.268 3.418 -5.540 0.33
H 0.696 4.556 -4.321 0.33
H -2.563 2.670 -4.975 0.55
H -4.600 4.600 -4.634 0.53
H -0.840 6.436 -4.182 0.41
H -4.192 7.448 -4.917 0.35
H -2.794 7.936 -3.883 0.31
H -4.187 7.058 -3.263 0.33
C 3.123 -0.254 -1.942 -1.13
N 1.922 -0.108 -0.992 0.90
C 1.569 -1.520 -0.569 0.01
C 2.486 0.636 0.188 -0.04
C 0.813 0.554 -1.740 -1.49
C -0.545 0.491 -1.058 -0.43
O -0.582 1.396 0.056 1.18
H 3.932 -0.810 -1.478 -0.04
H 3.346 0.762 -2.258 0.51
H 2.762 -0.858 -2.774 0.57
H 2.481 -1.939 -0.148 0.24
H 1.216 -2.049 -1.450 0.32
H 0.901 -1.413 0.285 -0.58
H 2.852 1.596 -0.161 0.04
H 3.234 -0.003 0.645 -0.11
H 1.644 0.764 0.870 0.04
H 0.802 0.100 -2.732 0.42
H 1.069 1.604 -1.889 0.78
H -0.922 -0.509 -0.833 -0.01
H -1.270 0.895 -1.779 0.03
H -1.107 1.032 0.796 -0.76
C 0.817 6.137 2.805 -0.88
N 0.906 4.690 2.367 0.61
C 1.668 4.666 1.078 -0.71
C 1.698 3.916 3.374 -1.01
C -0.471 4.113 2.218 0.83
C -1.300 3.827 3.447 -1.23
O -1.258 4.992 4.297 -0.55
H 1.851 6.480 2.892 0.40
H 0.512 6.122 3.844 0.45
H 0.299 6.778 2.103 0.17
H 1.034 5.293 0.440 0.32
H 1.712 3.744 0.506 -0.13
H 2.607 5.138 1.314 0.51
H 1.113 3.969 4.291 0.45
H 2.650 4.412 3.567 0.46
H 1.936 2.898 3.078 0.32
H -0.357 3.130 1.750 -0.45
H -0.978 4.719 1.465 0.31
H -0.858 3.064 4.091 0.50
H -2.289 3.419 3.246 0.41
H -2.077 5.134 4.779 0.31
B 2.488 1.878 -5.398 0.08
F 2.177 3.139 -4.831 -0.36
F 3.816 1.462 -5.184 -0.36
F 1.608 0.938 -4.823 -0.13
F 2.371 1.921 -6.810 -0.35
B 2.315 -1.946 4.115 0.09
F 3.526 -1.743 4.795 -0.32
F 2.613 -2.609 2.895 -0.16
F 1.442 -2.817 4.813 -0.30
F 1.691 -0.706 3.885 -0.15
B 0.102 -3.359 -2.620 -0.89
F -0.759 -4.086 -3.443 -0.31
F 1.431 -3.866 -2.661 0.12
F 0.187 -1.991 -3.039 -0.04
F -0.293 -3.392 -1.283 0.21
B -2.259 0.100 2.850 0.31
F -3.099 -0.847 2.261 -0.32
F -0.927 -0.174 2.469 -0.54
F -2.465 1.384 2.193 -0.17
F -2.493 0.272 4.185 -0.36
B 5.784 -3.796 -3.017 0.33
F 6.148 -4.555 -1.874 -0.44
F 5.616 -4.619 -4.145 -0.36
F 4.514 -3.191 -2.788 0.00
F 6.762 -2.816 -3.210 -0.35
B 5.328 3.851 0.269 0.21
F 6.615 3.802 -0.247 -0.39
F 5.264 4.615 1.456 -0.39
F 4.491 4.419 -0.732 -0.38
F 4.857 2.550 0.566 0.20
```

Summary:
Net charge: +2
Gap between HOMO and LUMO in eV: 6.202
E_HOMO in eV: -11.48